1.
A structure of composition C44H45ClN11O2SZn. Source: the Open Molecules 2025 dataset; level of theory: the ωB97M-V functional and the def2-TZVPD basis.

## Properties
Frontier orbital gap: 7.2495 eV
E_HOMO: -9.8 eV
Total charge: +1
ΔE to the lowest compared entry with this formula, charge and spin: 0.0 kJ/mol

XYZ file:
```
105
Properties=species:S:1:pos:R:3:mulliken_charge:R:1
C -3.234 -2.177 -2.467 0.170
C -0.098 -4.751 -1.050 -0.487
C -2.365 -0.813 2.158 -0.531
C -1.157 -2.598 -1.171 -0.027
H -2.454 5.969 1.099 0.110
C 1.168 0.066 2.378 0.351
C -3.068 0.434 -1.694 -0.128
C -4.353 -8.879 -5.108 -0.774
H -3.335 5.956 5.224 0.434
C 2.237 0.254 3.405 -1.829
H -4.547 5.334 -2.223 0.583
C -1.537 3.108 5.298 0.407
H -2.576 4.899 2.485 0.319
H -5.352 7.517 0.693 0.357
H 1.544 -2.327 0.636 0.468
H -6.690 5.753 -1.180 0.493
H -3.106 -0.750 1.367 0.446
Cl -0.030 2.481 5.900 -0.237
C -4.337 4.889 1.233 2.102
H -3.033 5.391 -1.332 0.342
H 3.931 1.265 -2.126 0.219
C -1.926 2.702 0.890 -0.860
H -4.375 6.438 2.739 0.422
H -5.007 -1.633 -3.545 0.623
C -0.498 3.295 -0.547 -0.752
H -5.686 -5.274 -5.338 0.459
H 1.850 0.806 4.263 0.271
S 1.321 0.608 -1.838 -0.648
C -5.434 -8.593 -5.944 0.981
O -4.627 3.487 1.222 -0.532
C -7.035 -9.400 -7.499 -0.845
C -5.195 4.681 3.701 -1.581
N -1.155 -0.354 1.858 0.839
H -1.885 -1.821 5.334 0.410
H -2.937 -8.137 -3.725 0.246
H -4.980 7.474 -1.025 0.504
H -1.203 5.068 6.097 0.446
C -0.422 -0.922 4.052 -0.719
H -2.124 1.236 4.446 0.378
H -2.966 1.464 -1.377 0.113
H -5.570 3.378 1.057 0.538
H -6.751 -7.043 -6.666 0.400
H -0.046 -5.803 -1.301 0.444
C -3.588 2.777 4.118 -0.030
C -1.872 4.432 5.534 -0.777
H 2.606 -0.711 3.765 0.338
C -4.838 5.536 -0.098 1.775
H 1.695 -4.769 0.122 0.457
C -4.984 5.571 2.464 -1.333
N -0.994 2.201 0.096 0.454
O -5.939 -9.640 -6.629 -0.458
C -2.808 4.996 1.428 -2.060
N -1.994 4.019 0.721 1.480
C -3.939 4.109 4.308 -0.478
C -0.181 -0.406 2.781 0.722
H -6.452 4.131 -0.577 0.457
H -3.995 -9.898 -5.055 0.424
H -4.255 2.129 3.562 0.351
H -6.956 5.430 0.524 0.289
C -6.316 5.186 -0.326 -1.853
H -1.957 -6.461 -2.847 0.185
H -6.766 -8.692 -8.286 0.348
N -1.073 4.415 -0.188 -1.234
H 0.293 3.235 -1.275 0.555
C 0.786 -2.820 0.039 -0.308
H -2.549 2.158 1.578 0.694
Zn -0.331 0.151 -0.179 0.979
C -2.393 2.271 4.603 -0.181
N 3.793 1.152 -1.139 -0.408
N -2.141 -0.404 -1.266 0.268
C -3.768 -7.875 -4.370 -0.470
C -3.074 4.919 5.041 0.108
H 4.568 1.226 -0.502 0.234
N -0.199 -2.064 -0.398 0.627
H -3.676 7.380 0.145 0.324
C -4.213 -1.275 -2.905 -0.661
C -3.209 -3.563 -2.830 0.994
C -3.635 -5.469 -3.683 0.305
H -7.279 -10.359 -7.944 0.241
H -4.016 3.920 -1.309 0.129
H -5.873 3.864 3.449 0.418
C -1.683 -1.408 4.355 -0.773
N -2.495 -5.618 -2.934 -0.107
C -4.701 7.062 -0.054 -1.778
C -2.208 -1.700 -1.642 -0.336
C -4.128 0.038 -2.515 -0.984
C -4.240 -6.562 -4.444 0.254
N 1.332 0.250 1.117 1.350
C -5.318 -6.289 -5.277 -0.810
C -4.053 5.012 -1.305 -1.829
H -7.901 -9.026 -6.947 0.344
C -5.917 -7.289 -6.026 -0.466
H 3.070 0.795 2.968 0.418
H -4.855 0.770 -2.837 0.549
H -5.959 5.972 2.189 0.712
C 0.871 -4.183 -0.260 -1.239
C -2.210 -4.394 -2.380 0.182
C -1.147 -3.956 -1.535 -0.049
H -5.709 5.288 4.450 0.539
H -3.678 -1.719 3.592 0.491
C -2.682 -1.352 3.394 -0.889
N -4.087 -4.236 -3.633 -0.844
C 2.588 0.786 -0.663 0.602
H 0.369 -0.948 4.786 0.556
N 2.543 0.620 0.652 -1.720
```

---

2.
A structure of composition C44H46Cl3N6O8PReS. Source: the Open Molecules 2025 dataset; level of theory: the ωB97M-V functional and the def2-TZVPD basis.

## Properties
Frontier orbital gap (alpha / beta): 5.4212 / 2.3127 eV
E_HOMO (alpha / beta): -12.1 / -12.1 eV
Total charge: +2
Multiplicity: 2

XYZ file:
```
110
Properties=species:S:1:pos:R:3:mulliken_spin:R:1
H 6.153 3.863 -0.182 0.000
N 1.607 -0.264 -1.071 0.000
N -0.512 -1.340 4.201 0.007
C 3.796 0.029 -0.007 0.000
C -1.315 -3.284 -0.634 0.000
C -3.200 3.358 6.335 0.001
C -2.096 -1.060 -2.474 0.000
C -0.316 2.975 2.137 0.000
H 4.991 -0.856 6.969 0.014
C 0.698 -1.953 3.988 0.002
O -2.416 7.112 2.645 0.000
H -1.477 4.385 5.594 0.000
H 3.073 0.818 7.649 0.002
H 1.446 2.085 -2.771 0.000
C 2.970 -0.258 7.649 0.086
H 1.841 -2.142 2.113 0.000
C -2.918 1.033 6.842 0.002
C 1.988 -2.316 7.943 0.348
H -3.079 -0.137 -0.789 0.000
Cl -3.615 -0.432 7.439 0.000
H -0.361 -4.829 0.551 0.000
C -3.338 -0.777 -1.631 0.000
C 0.662 -1.979 -2.458 0.001
H 4.554 -1.912 -0.502 0.000
C -1.094 2.294 5.947 0.001
C 0.986 -1.792 2.667 -0.001
H -2.339 0.500 -3.940 0.000
C 2.707 0.571 -0.696 -0.001
C 1.719 -1.100 -2.198 -0.001
O 1.222 1.314 1.716 0.000
C -1.879 3.434 5.916 -0.001
C -1.517 5.016 2.461 0.000
C -2.457 4.627 1.514 0.000
H -2.299 -1.858 -3.195 0.000
H 5.665 0.466 0.928 0.000
C 4.777 2.246 0.135 0.000
O -0.979 6.477 4.135 0.000
H 0.299 0.163 6.061 0.008
H -4.744 2.110 7.150 0.000
H -3.083 -3.675 -1.860 0.000
H 1.187 -4.675 -5.402 0.000
H 0.477 -4.462 -0.959 0.000
H 0.643 0.825 8.452 -0.002
H -1.830 -0.270 2.896 0.000
C 2.837 -1.122 -3.028 0.001
N -1.651 6.312 3.133 0.000
C 3.685 2.753 -0.568 0.001
H 0.334 4.565 3.413 0.000
H 1.564 3.585 -1.846 0.000
H 4.348 -1.643 1.222 0.000
S 3.571 -2.780 7.405 -0.058
C 1.810 -0.919 8.027 0.076
O -0.591 -0.678 7.737 0.007
C -1.302 2.464 1.234 0.000
C 3.904 -1.451 0.244 0.000
H 5.522 3.755 1.453 0.000
C -1.594 0.182 -3.211 0.000
C -0.439 4.222 2.741 0.000
N -0.030 -1.075 2.080 0.001
C -2.153 -4.158 -1.566 0.000
O -1.357 1.236 0.835 0.000
Cl -4.196 4.755 6.261 0.000
H 0.519 2.280 -1.286 0.000
H 2.937 -4.628 -5.168 0.000
C 2.647 1.940 -0.990 0.000
C -1.591 1.075 6.396 -0.005
C 1.903 -2.980 -4.278 0.001
Cl 0.863 -3.484 8.353 0.155
H -0.064 -3.580 -3.690 0.000
C 0.758 -2.904 -3.487 -0.001
C -0.074 -4.024 -0.126 0.000
H 2.190 -3.545 -6.326 0.000
C 4.814 0.883 0.399 0.000
C -2.325 3.412 0.897 0.000
C -0.694 -0.145 6.413 0.014
H 3.803 -2.079 -4.673 0.000
H -1.144 -2.213 5.981 -0.004
H 0.595 -3.343 0.406 0.000
H 1.227 -2.474 4.765 -0.001
H 0.322 -0.558 9.509 0.013
C -1.228 -1.258 5.464 -0.008
C 0.533 -0.263 8.479 0.017
H -1.929 -2.982 0.220 0.000
C 1.483 2.503 -1.763 0.000
H 3.642 -0.417 -2.860 0.000
C -0.905 -0.805 3.036 -0.001
H 6.751 2.608 0.915 0.000
C 3.994 -1.125 7.289 0.329
H -0.659 -0.010 -3.738 0.000
H 3.649 3.814 -0.790 0.000
H -0.061 2.358 5.626 0.000
O 1.489 2.512 3.452 0.000
O -2.765 2.569 -1.179 0.000
O -4.366 3.569 -0.135 0.000
H -2.276 -1.081 5.246 0.000
C 2.922 -2.057 -4.044 -0.001
C 2.052 -4.017 -5.352 0.000
N 0.850 2.224 2.460 0.000
H -1.602 -4.432 -2.465 0.000
H -2.410 -5.085 -1.048 0.000
H 2.936 -1.950 0.179 0.000
C -3.719 2.162 6.808 -0.001
H -1.451 1.006 -2.509 0.000
H -3.267 5.290 1.240 0.000
N -3.242 3.126 -0.209 0.000
H -3.794 -1.692 -1.251 0.000
P -0.765 -1.686 -1.374 0.001
H -4.080 -0.249 -2.229 0.000
Re 0.152 -0.086 0.157 -0.003
C 5.869 3.163 0.603 0.000
```

---

Per-record strongest force on any atom, eV Å⁻¹: 0.16 1.68